The following is a DFT calculation (wB97M-V/def2-TZVPD) of C29H39CuN3O2SiV as an isolated structure.

Output
- E_HOMO (alpha / beta) (eV) = -13.54 / -13.55
- HOMO-LUMO gap (alpha / beta) (eV) = 2.62 / 2.74
- relative energy (zero: lowest compared OMol25 entry of this formula, charge and spin) (eV) = 0.000
- total charge = +2

Last column: Löwdin charge in e.
Geometry (Å):
N: 0.731 1.494 -1.594  -0.19
C: 4.068 2.646 -1.715  -0.06
O: 5.121 2.779 -1.241  0.17
Cu: 2.436 2.121 -1.945  0.49
V: -0.518 0.768 -0.814  0.77
N: -1.680 -0.121 -2.035  0.01
N: -1.632 2.089 0.009  -0.03
C: -2.327 0.518 -3.190  -0.61
C: -1.366 3.521 0.124  -0.63
C: -2.805 -0.480 -4.245  -0.02
C: -3.532 1.329 -2.730  0.00
C: -1.318 1.448 -3.849  -0.04
C: -0.122 3.719 0.999  0.00
C: -2.522 4.306 0.758  -0.02
C: -1.107 4.109 -1.258  -0.04
H: -1.975 -1.124 -4.555  0.11
H: -3.159 0.079 -5.122  0.11
H: -3.644 -1.087 -3.886  0.10
H: -4.335 0.670 -2.379  0.11
H: -3.938 1.906 -3.571  0.12
H: -3.269 2.020 -1.917  0.07
H: -1.025 2.274 -3.193  0.04
H: -1.752 1.855 -4.771  0.11
H: -0.416 0.884 -4.106  0.10
H: -0.300 3.297 1.996  0.10
H: 0.100 4.792 1.094  0.12
H: 0.744 3.196 0.569  0.07
H: -2.668 4.027 1.810  0.09
H: -3.457 4.134 0.206  0.10
H: -2.289 5.380 0.714  0.11
H: -0.881 5.181 -1.159  0.11
H: -2.000 4.005 -1.888  0.09
H: -0.263 3.612 -1.752  0.04
C: -2.196 -1.406 -1.599  -0.02
H: -1.445 -1.962 -1.018  0.09
H: -3.112 -1.319 -0.997  0.14
H: -2.463 -2.026 -2.462  0.11
C: -2.484 1.514 1.042  -0.05
H: -2.348 0.423 1.061  0.08
H: -2.242 1.899 2.052  0.13
H: -3.553 1.714 0.830  0.13
O: 0.146 -0.294 0.510  -0.33
Si: 1.145 -1.387 1.170  0.50
C: 0.320 -3.047 1.004  -0.26
C: -1.018 -3.176 1.397  -0.13
C: -1.693 -4.384 1.190  -0.07
C: -1.037 -5.460 0.585  -0.06
C: 0.298 -5.328 0.192  -0.06
C: 0.981 -4.125 0.407  -0.07
C: 2.820 -1.444 0.342  -0.25
C: 3.996 -1.369 1.102  -0.07
C: 5.242 -1.426 0.470  -0.06
C: 5.323 -1.579 -0.915  -0.07
C: 4.150 -1.654 -1.673  -0.08
C: 2.903 -1.568 -1.049  -0.13
C: 1.409 -0.994 2.969  -0.25
C: 1.040 -1.914 3.957  -0.07
C: 1.220 -1.596 5.310  -0.06
C: 1.776 -0.366 5.674  -0.06
C: 2.132 0.558 4.684  -0.07
C: 1.933 0.254 3.331  -0.11
H: -1.531 -2.334 1.874  0.11
H: -2.728 -4.472 1.516  0.11
H: -1.565 -6.399 0.426  0.11
H: 0.822 -6.160 -0.277  0.11
H: 2.027 -4.015 0.113  0.11
H: 3.923 -1.277 2.187  0.11
H: 6.151 -1.364 1.075  0.12
H: 6.294 -1.634 -1.408  0.11
H: 4.196 -1.783 -2.751  0.11
H: 1.983 -1.604 -1.645  0.10
H: 0.626 -2.881 3.660  0.10
H: 0.939 -2.324 6.069  0.11
H: 1.935 -0.127 6.725  0.11
H: 2.583 1.513 4.953  0.11
H: 2.205 0.974 2.554  0.10

The following is a DFT calculation (wB97M-V/def2-TZVPD) of C16H41BaF6HgNO25S4 as an isolated structure.

Output
- E_HOMO (eV) = -3.36
- HOMO-LUMO gap (eV) = 5.05
- total charge = -2

Last column: Löwdin charge in e.
Geometry (Å):
Ba: 0.057 0.391 -0.310  2.09
Hg: -3.875 -1.359 1.995  1.34
S: -0.400 -1.577 2.776  0.29
O: 0.360 -0.565 2.100  -0.48
O: -0.094 -1.661 4.171  -0.26
O: -1.801 -1.355 2.488  -0.41
O: -0.026 -2.848 2.132  -0.37
S: -3.638 -0.323 -1.016  0.20
O: -3.732 -1.214 -2.137  -0.33
O: -4.557 -0.778 0.037  -0.45
O: -2.316 -0.410 -0.441  -0.59
O: -4.084 1.007 -1.479  -0.30
C: -0.843 5.372 -1.536  -0.59
F: -1.103 5.494 -0.189  0.08
F: -1.579 6.215 -2.233  0.14
F: 0.486 5.530 -1.773  0.07
S: -1.280 3.544 -2.142  0.56
O: -1.040 3.577 -3.594  -0.35
O: -0.345 2.614 -1.506  -0.56
O: -2.720 3.416 -1.689  -0.32
C: -2.897 3.654 2.912  -0.58
F: -2.031 3.240 3.860  0.09
F: -4.124 3.756 3.536  0.08
F: -2.502 4.793 2.347  0.13
S: -3.017 2.268 1.558  0.54
O: -3.492 1.026 2.165  -0.42
O: -4.013 2.799 0.620  -0.30
O: -1.692 2.170 0.904  -0.44
C: 1.513 1.732 4.614  -0.24
C: 1.166 1.091 5.942  -0.24
O: 0.003 0.266 5.809  -0.09
O: 1.994 0.812 3.648  -0.08
H: 2.369 2.334 4.921  0.11
H: 0.721 2.343 4.182  0.13
H: 1.133 1.824 6.748  0.11
H: 1.912 0.398 6.331  0.11
H: 0.170 -0.322 5.069  -0.01
H: 1.208 0.406 3.275  0.01
C: 2.607 4.682 1.417  -0.23
C: 1.428 3.761 1.145  -0.27
O: 1.621 2.404 1.227  -0.12
O: 3.139 4.601 2.730  -0.06
H: 2.247 5.693 1.229  0.12
H: 3.399 4.318 0.762  0.12
H: 1.153 3.902 0.100  0.09
H: 0.612 4.060 1.803  0.13
H: 1.963 2.240 2.109  0.06
H: 2.613 5.201 3.265  0.08
C: -0.319 -5.739 0.777  -0.22
C: 0.371 -6.010 2.151  -0.26
O: 1.289 -5.007 2.292  -0.09
O: -1.232 -4.639 0.836  -0.08
H: -0.802 -6.639 0.397  0.10
H: 0.364 -5.530 -0.047  0.11
H: 0.965 -6.917 2.268  0.11
H: -0.306 -5.939 3.002  0.12
H: 0.752 -4.213 2.348  0.00
H: -0.805 -3.890 1.258  -0.01
C: 2.102 -2.689 -0.554  -0.16
C: 2.736 -1.744 0.600  -0.25
O: 2.663 -0.422 0.252  -0.17
O: 0.737 -2.374 -0.347  -0.19
H: 2.401 -3.726 -0.399  0.10
H: 2.433 -2.486 -1.573  0.11
H: 3.788 -2.005 0.710  0.11
H: 2.257 -1.954 1.557  0.11
H: 3.001 0.088 0.991  0.09
H: 0.529 -2.487 0.583  0.00
C: -1.710 -3.404 -3.092  -0.25
C: -2.606 -4.642 -3.156  -0.24
O: -2.326 -5.311 -4.360  -0.08
O: -2.097 -2.318 -3.908  -0.10
H: -0.657 -3.576 -3.314  0.12
H: -1.706 -3.116 -2.041  0.11
H: -3.643 -4.343 -3.000  0.12
H: -2.456 -5.267 -2.275  0.11
H: -2.413 -4.720 -5.111  0.08
H: -2.784 -1.892 -3.390  0.02
C: 0.520 -0.279 -5.469  -0.06
C: 0.969 -0.149 -3.979  -0.37
C: 1.762 1.189 -3.785  -0.15
O: 2.157 1.182 -2.394  -0.28
C: 2.953 2.274 -2.049  -0.12
N: -0.270 -0.254 -3.177  0.01
H: 0.093 0.620 -5.914  0.08
H: -0.168 -1.104 -5.653  0.07
H: 1.427 -0.435 -6.052  0.06
H: 1.725 -0.912 -3.796  0.13
H: 1.131 2.063 -3.952  0.11
H: 2.651 1.225 -4.415  0.12
H: 3.234 2.169 -1.001  0.07
H: 2.312 3.154 -1.999  0.08
H: 3.868 2.353 -2.636  0.09
H: -0.640 -1.131 -3.516  0.03
H: -0.923 0.419 -3.551  0.09

The following is a DFT calculation (wB97M-V/def2-TZVPD) of a 2-piece molecular cluster, C3H7NO overall.

Output
- E_HOMO (eV) = -9.11
- HOMO-LUMO gap (eV) = 9.57
- relative energy (zero: lowest compared OMol25 entry of this formula, charge and spin) (eV) = 4.062

Last column: Löwdin charge in e.
Geometry (Å):
O: 2.170 1.245 -2.235  -0.03
C: 2.206 0.063 -1.941  -0.18
H: 3.117 -0.521 -1.476  0.11
H: 1.210 -0.477 -2.083  0.09
C: -2.157 -0.213 0.961  -0.13
C: 0.183 0.058 0.818  -0.08
N: -0.936 0.156 0.175  -0.09
H: -2.009 -1.243 1.305  0.08
H: -3.063 0.156 0.476  0.07
H: -2.100 0.253 1.923  0.04
H: 1.130 -0.145 0.290  0.03
H: 0.249 0.668 1.788  0.10

The following is a DFT calculation (wB97M-V/def2-TZVPD) of one molecule with the formula C2H2N4O.

Output
- E_HOMO (alpha / beta) (eV) = -8.64 / -8.64
- HOMO-LUMO gap (alpha / beta) (eV) = 8.06 / 8.06
- relative energy (zero: lowest compared OMol25 entry of this formula, charge and spin) (eV) = 3.831

Last column: Löwdin charge in e.
Geometry (Å):
C: 1.112 -0.186 0.641  -0.14
C: 0.654 -0.467 -0.712  -0.10
N: 0.110 -0.020 1.457  -0.08
N: -0.513 -0.005 -1.161  0.05
N: -0.994 0.222 1.691  0.26
N: -1.636 0.295 -0.625  -0.20
O: -2.308 1.229 -1.015  -0.04
H: 2.169 -0.189 1.124  0.14
H: 1.406 -0.878 -1.401  0.11

Largest force on an atom / eV/A: 7.331; 6.153; 3.506; 4.055